Record 1
Density functional theory data (ωB97M-V/def2-TZVPD) for a single C2H6 molecule in a non-equilibrium geometry.

Positions of all 8 atoms, in Å:
C 0.396 -0.305 0.558
C -0.403 0.359 -0.580
H -0.237 -0.861 1.250
H 0.993 0.469 1.048
H 1.103 -1.061 0.222
H 0.134 0.364 -1.524
H -1.259 -0.300 -0.736
H -0.727 1.336 -0.239

Kohn-Sham gap ... 0.484 Ha
Highest occupied orbital energy ... -11.837 eV
SMILES string ... CC



Record 2
Density functional theory data (ωB97M-V/def2-TZVPD) for a molecular structure, C19H17N4OPtS2.

Positions of all 44 atoms, in Å:
Pt -0.318 -1.444 0.346
N -1.372 -4.283 3.420
C -1.314 -3.509 2.355
S 0.233 -2.633 2.075
N -2.279 -3.369 1.506
N -1.959 -2.622 0.435
C -2.725 -2.640 -0.600
C -2.263 -1.930 -1.768
C -2.948 -1.890 -2.966
C -2.345 -1.283 -4.064
C -1.079 -0.748 -3.921
C -0.447 -0.807 -2.683
N -1.029 -1.379 -1.630
H -0.618 -4.347 4.088
H -2.198 -4.845 3.586
H -3.633 -3.234 -0.585
H -3.927 -2.346 -3.041
H -2.853 -1.254 -5.020
H -0.570 -0.279 -4.752
H 0.545 -0.408 -2.544
O -0.964 0.490 0.327
S -0.071 1.574 -0.422
C 0.111 2.882 0.721
C 0.486 4.100 0.154
C 0.668 5.179 1.004
C 0.424 5.039 2.365
C 0.043 3.812 2.906
C -0.137 2.716 2.082
C 1.483 0.688 -0.337
C 1.630 -0.217 0.751
C 2.804 -1.015 0.799
C 3.756 -0.915 -0.197
C 3.579 -0.002 -1.235
C 2.429 0.797 -1.322
H 0.616 4.215 -0.916
H 0.963 6.136 0.598
H 0.486 5.907 3.008
H -0.114 3.714 3.971
H -0.475 1.769 2.480
H 1.110 -0.009 1.683
H 2.979 -1.657 1.653
H 4.654 -1.517 -0.156
H 4.341 0.088 -2.000
H 2.299 1.479 -2.155

Net charge ... +3
Kohn-Sham gap (spin up / spin down) ... 0.178 / 0.178 Ha
Highest occupied orbital energy (spin up / spin down) ... -17.866 / -17.866 eV



Record 3
Density functional theory data (ωB97M-V/def2-TZVPD) for a single C3H5NO2S molecule in a non-equilibrium geometry.

Positions of all 12 atoms, in Å:
O -0.892 1.102 -2.204
C -0.370 0.262 -1.523
O -0.769 -1.012 -1.256
C 0.928 0.332 -0.777
N 1.035 -0.749 0.110
C 0.479 -0.707 1.296
S -0.174 0.507 2.188
H -1.642 -1.259 -1.878
H 1.539 0.373 -1.651
H 0.767 1.174 -0.155
H 1.393 -1.588 -0.203
H 0.543 -1.612 1.811

Kohn-Sham gap ... 0.323 Ha
Highest occupied orbital energy ... -8.491 eV
SMILES string ... O=C(O)CNC=S



Record 4
Density functional theory data (ωB97M-V/def2-TZVPD) for a molecular structure, C18H37IrOP3S in a non-equilibrium geometry.

Positions of all 61 atoms, in Å:
Ir 0.781 0.842 -0.314
P -1.069 -0.253 -1.431
P 1.680 -1.516 -0.253
P -0.447 2.826 -0.226
H 2.821 2.983 -1.547
C 3.024 2.433 -0.626
C 3.930 3.245 0.245
H 4.657 3.796 -0.364
C -0.977 0.018 -3.248
C -1.452 -2.065 -1.419
C -2.776 0.290 -0.997
C 3.264 -1.632 0.673
C 0.820 -2.941 0.541
C 2.096 -2.068 -1.959
C 0.487 4.265 0.379
C -1.859 2.828 0.928
C -1.006 3.296 -1.903
H 2.061 2.217 -0.081
H 3.492 3.903 0.998
H -1.830 -0.465 -3.748
H -0.049 -0.424 -3.632
H -0.987 1.086 -3.481
H -2.401 -2.243 -1.948
H -1.581 -2.421 -0.391
H -0.681 -2.667 -1.911
H -3.518 -0.370 -1.468
H -2.985 1.314 -1.318
H -2.913 0.215 0.088
H 3.331 -2.603 1.182
H 3.305 -0.843 1.433
H 4.125 -1.515 0.006
H 0.312 -3.583 -0.186
H 0.090 -2.570 1.271
H 1.554 -3.555 1.079
H 2.734 -2.962 -1.912
H 2.653 -1.274 -2.475
H 1.203 -2.302 -2.551
H -0.208 4.949 0.882
H 0.942 4.765 -0.483
H 1.255 3.951 1.094
H -2.108 3.878 1.129
H -1.554 2.341 1.865
H -2.733 2.316 0.517
H -1.073 4.394 -1.951
H -1.991 2.860 -2.118
H -0.270 2.947 -2.642
C 5.122 1.078 -0.207
C 3.822 1.175 -0.955
C 3.960 0.843 -2.382
C 4.963 0.008 -2.778
C 5.957 -0.420 -1.878
C 6.048 0.137 -0.583
S 5.377 2.190 1.127
H 6.521 2.747 0.718
H 3.191 0.318 -0.551
H 3.109 1.122 -3.009
H 4.976 -0.334 -3.815
H 6.679 -1.153 -2.199
H 6.855 -0.104 0.119
O -0.167 0.060 2.443
C 0.236 0.398 1.400

Net charge ... +4
Kohn-Sham gap (spin up / spin down) ... 0.194 / 0.181 Ha
Spin multiplicity ... 6
Highest occupied orbital energy (spin up / spin down) ... -18.580 / -22.160 eV
Expectation value of S² ... 8.770